1.
A 2-piece molecular cluster, C3H9OS overall at a distorted geometry, computed with ωB97M-V/def2-TZVPD.

Calculated values
* molecular weight: 93.17 g/mol
* LUMO: 0.126 hartree
* energy relative to the best compared isomer or geometry (same formula, charge and spin): 36.8 kcal/mol
* E_tot: -593.1142 Eh
* frontier orbital gap: 5.63 eV
* F_max: 0.0466 Eh/bohr

Structure (ORCA input):
```
! wB97M-V def2-TZVPD RIJCOSX def2/J DEFGRID3
* xyz -1 1
C 0.210 0.374 -0.232
C -0.581 -0.639 0.592
C -1.065 0.045 1.882
S -1.678 1.771 1.643
H 1.044 -0.179 -0.753
H 0.915 1.101 0.182
H -0.387 0.994 -0.934
H -1.414 -1.108 0.105
H 0.152 -1.426 0.860
H -0.205 0.203 2.531
H -1.610 -0.738 2.474
H 2.121 -0.331 -3.250
H 1.303 0.100 -2.074
O 1.196 -0.168 -3.024
*
```

---

2.
C2H8F6Na2O10S2 as an isolated structure at a distorted geometry, computed with ωB97M-V/def2-TZVPD.

Calculated values
* molecular weight: 416.18 g/mol
* LUMO (spin up / spin down): 0.029 / 0.030 hartree
* E_tot: -2553.7243 Eh
* frontier orbital gap (spin up / spin down): 3.04 / 7.70 eV
* F_max: 0.0752 Eh/bohr

Structure (ORCA input):
```
! wB97M-V def2-TZVPD RIJCOSX def2/J DEFGRID3
* xyz -1 2
Na -1.657 -3.038 -2.133
Na -3.903 -1.329 3.057
C -1.176 1.146 -0.012
F -1.721 1.965 0.894
F -1.945 1.117 -1.183
F 0.011 1.648 -0.321
S -0.864 -0.650 0.678
O -2.057 -0.918 1.526
O -0.855 -1.530 -0.508
O 0.407 -0.571 1.355
C 1.800 -1.720 -2.883
F 3.042 -1.727 -3.300
F 1.460 -2.933 -2.568
F 1.682 -1.005 -1.816
S 0.575 -1.064 -4.336
O -0.803 -1.468 -3.943
O 0.821 0.381 -4.270
O 0.953 -1.717 -5.597
O 0.650 4.569 1.067
H 0.030 4.942 0.440
H 0.414 3.643 1.115
O 2.194 -2.792 1.099
H 1.782 -3.546 0.677
H 1.708 -2.037 0.768
O -2.323 2.065 4.485
H -2.096 1.750 3.610
H -2.602 1.280 4.957
O 1.488 1.549 2.250
H 1.153 0.769 1.808
H 1.833 1.224 3.082
*
```

---

3.
A 2-piece molecular cluster, C2H4N2O overall at a distorted geometry, computed with ωB97M-V/def2-TZVPD.

Calculated values
* molecular weight: 72.07 g/mol
* LUMO: 0.008 hartree
* energy relative to the best compared isomer or geometry (same formula, charge and spin): 49.4 kcal/mol
* E_tot: -263.2846 Eh
* frontier orbital gap: 10.30 eV
* F_max: 0.0678 Eh/bohr

Structure (ORCA input):
```
! wB97M-V def2-TZVPD RIJCOSX def2/J DEFGRID3
* xyz 0 1
C -1.861 -0.076 0.138
C -0.479 -0.058 -0.199
N -2.975 -0.037 0.402
N 0.386 -0.768 0.556
O -0.260 1.836 0.286
H -0.250 0.049 -1.251
H 1.363 -0.648 0.330
H 0.196 -0.774 1.549
H -0.903 2.293 -0.261
*
```

---

4.
C31H54ClGe2I2RuSi2Te as an isolated structure at a distorted geometry, computed with ωB97M-V/def2-TZVPD.

Calculated values
* molecular weight: 1146.10 g/mol
* LUMO (spin up / spin down): -0.352 / -0.407 hartree
* energy relative to the best compared isomer or geometry (same formula, charge and spin): 16.6 kcal/mol
* E_tot: -7363.9076 Eh
* frontier orbital gap (spin up / spin down): 6.56 / 5.12 eV
* F_max: 0.0208 Eh/bohr

Structure (ORCA input):
```
! wB97M-V def2-TZVPD RIJCOSX def2/J DEFGRID3
* xyz 3 5
Ru -0.463 0.012 0.511
C 3.725 -0.263 -2.253
C 2.428 -0.763 -1.604
Ge 2.003 0.093 0.120
C 3.023 -0.653 1.618
C 4.536 -0.587 1.375
C 2.843 1.860 -0.080
C 2.125 2.987 0.243
Ge 0.180 2.461 0.313
C -0.740 3.254 1.852
C -1.103 4.746 1.837
C -0.279 2.616 -1.606
C -0.704 4.026 -2.045
C 2.669 4.289 0.337
C 1.892 5.455 0.034
C 2.472 6.689 0.019
C 3.839 6.816 0.342
C 4.630 5.692 0.654
C 4.060 4.455 0.661
H 3.969 -0.875 -3.123
H 4.581 -0.310 -1.578
H 3.627 0.765 -2.607
H 2.481 -1.837 -1.404
H 1.577 -0.599 -2.270
H 2.698 -1.683 1.791
H 2.744 -0.067 2.496
H 4.839 -1.132 0.480
H 5.069 -1.032 2.216
H 4.891 0.441 1.280
H 3.829 1.928 -0.546
H -0.083 3.009 2.688
H -1.645 2.652 1.949
H -0.228 5.381 1.938
H -1.743 4.965 2.692
H -1.654 5.040 0.941
H -1.063 1.899 -1.859
H 0.635 2.283 -2.097
H -1.578 4.390 -1.502
H -0.966 4.009 -3.104
H 0.102 4.751 -1.928
H 0.851 5.347 -0.231
H 1.893 7.566 -0.238
H 4.292 7.799 0.350
H 5.681 5.815 0.877
H 4.655 3.584 0.909
Cl -5.374 -2.672 3.528
C -3.855 -1.973 3.237
C -2.777 -2.789 2.891
C -1.552 -2.210 2.651
C -1.376 -0.812 2.744
C -0.058 -0.220 2.575
C -2.484 -0.021 3.118
C -3.707 -0.588 3.370
H -2.909 -3.863 2.853
H -0.693 -2.840 2.447
H 0.783 -0.882 2.724
H 0.089 0.755 3.022
H -2.358 1.047 3.246
H -4.550 0.015 3.682
I -3.007 0.849 -0.214
I -5.344 -0.395 0.165
C 2.106 -4.637 -2.311
Si 2.061 -4.966 -0.487
C 3.520 -4.221 0.371
C 1.857 -6.743 -0.096
C 0.506 -4.125 0.329
Te -0.341 -2.429 -0.585
C -2.317 -3.091 -0.841
Si -2.787 -3.306 -2.712
C -1.810 -4.759 -3.294
C -2.258 -1.738 -3.587
C -4.602 -3.560 -2.792
H 3.146 -4.657 -2.652
H 1.696 -3.665 -2.603
H 1.569 -5.412 -2.863
H 4.443 -4.670 -0.012
H 3.487 -4.415 1.448
H 3.597 -3.143 0.218
H 2.752 -7.292 -0.408
H 1.002 -7.172 -0.625
H 1.726 -6.912 0.977
H 0.798 -3.813 1.338
H -0.336 -4.815 0.392
H -2.950 -2.333 -0.367
H -2.410 -4.036 -0.298
H -0.735 -4.604 -3.149
H -1.967 -4.930 -4.363
H -2.103 -5.673 -2.768
H -1.780 -1.003 -2.932
H -3.123 -1.243 -4.037
H -1.556 -1.964 -4.397
H -4.924 -4.412 -2.187
H -4.883 -3.769 -3.831
H -5.150 -2.672 -2.471
*
```